Entry 1:
Molecular formula: C4H7N2S2
Method: DFT, ωB97M-V/def2-TZVPD

For the total energy, the calculation gives -28905.4035 eV. The HOMO-LUMO gap comes out at 9.67 eV. As for the relative energy (zero: lowest compared OMol25 entry of this formula, charge and spin): 0.3945 eV. As for the net charge: +1. Its highest occupied orbital energy is -13.169 eV. As for the SMILES: Cc1c[nH+]c(SS)[nH]1. The calculation puts the molar mass at 147.248 g/mol.

Each line ends with the Mulliken charge.
Element x y z (Å)
C  -0.99  -1.24  0.45  -0.6457
C  -0.10  -0.21  0.51  0.4929
C  -0.37  -0.71  -1.62  0.2516
C  0.55  0.48  1.65  -1.0385
N  0.32  0.08  -0.78  -0.0149
N  -1.21  -1.53  -0.92  -0.0481
S  1.18  0.38  -3.87  -0.2054
S  -0.39  -0.82  -3.39  -0.0065
H  -1.61  -1.63  1.13  0.4803
H  -0.23  0.60  2.33  0.3440
H  1.20  -0.32  1.91  0.3128
H  0.89  1.35  1.15  0.3436
H  0.87  0.92  -1.07  0.3133
H  -1.79  -2.25  -1.27  0.1894
H  0.40  1.55  -3.83  0.2313

***

Entry 2:
Molecular formula: C4H7N2S2
Method: DFT, ωB97M-V/def2-TZVPD

For the total energy, the calculation gives -28901.0038 eV. The expectation value of S² is 2.0123. The spin multiplicity is 3. The HOMO-LUMO gap (spin up / spin down) comes out at 6.70 / 6.90 eV. As for the relative energy (zero: lowest compared OMol25 entry of this formula, charge and spin): 0.0000 eV. As for the net charge: +1. Its highest occupied orbital energy (spin up / spin down) is -10.084 / -13.590 eV. The calculation puts the molar mass at 147.248 g/mol.

Each line ends with the Mulliken charge.
Element x y z (Å)
C  0.93  1.18  0.84  -0.5240
C  1.69  1.43  -0.22  -0.1494
C  -1.02  -0.44  -0.04  0.3662
C  0.89  -0.10  1.27  -0.2703
N  -1.96  0.28  -0.59  -0.3458
N  -0.93  -1.73  -0.33  -0.2812
S  2.75  0.23  -0.84  0.0495
S  2.02  -1.15  0.51  -0.0344
H  0.06  1.74  1.01  0.4496
H  1.63  2.36  -0.90  0.3132
H  0.30  -0.41  2.17  0.4317
H  -1.68  1.26  -0.69  0.2884
H  -2.49  -0.13  -1.39  0.2631
H  -0.64  -2.40  0.26  0.2476
H  -1.54  -2.12  -1.06  0.1956

***

Entry 3:
Molecular formula: C4H7N3
Method: DFT, ωB97M-V/def2-TZVPD

For the total energy, the calculation gives -8730.3075 eV. The HOMO-LUMO gap comes out at 7.86 eV. As for the relative energy (zero: lowest compared OMol25 entry of this formula, charge and spin): 1.3718 eV. Its highest occupied orbital energy is -6.921 eV. As for the SMILES: Nc1c[nH]c(N)c1. The calculation puts the molar mass at 97.121 g/mol.

Each line ends with the Mulliken charge.
Element x y z (Å)
N  0.48  -1.20  -2.10  -0.6045
C  -0.12  -0.47  -1.06  0.1475
C  0.08  0.84  -0.65  -0.7075
C  -0.15  0.80  0.76  0.7564
N  0.14  1.80  1.70  -0.5525
C  -0.60  -0.46  1.12  -0.7359
N  -0.74  -1.16  -0.09  -0.1183
H  0.51  -2.18  -1.82  0.2709
H  1.44  -0.89  -2.15  0.2691
H  0.37  1.67  -1.28  0.3793
H  -0.42  1.69  2.53  0.2533
H  0.11  2.75  1.36  0.2515
H  -0.06  -1.07  1.85  0.1675
H  -1.04  -2.12  -0.16  0.2233

***

Entry 4:
Molecular formula: C4H7N3
Method: DFT, ωB97M-V/def2-TZVPD

For the total energy, the calculation gives -8731.1713 eV. The HOMO-LUMO gap comes out at 8.89 eV. As for the relative energy (zero: lowest compared OMol25 entry of this formula, charge and spin): 0.5080 eV. Its highest occupied orbital energy is -7.761 eV. As for the SMILES: CNc1cc[nH]n1. The calculation puts the molar mass at 97.121 g/mol.

Each line ends with the Mulliken charge.
Element x y z (Å)
C  -0.57  1.00  1.92  -0.8929
N  -1.11  0.32  0.77  -0.1858
C  -0.34  -0.25  -0.22  0.4099
N  -0.84  -1.25  -0.94  -0.8854
N  0.08  -1.45  -1.91  0.2987
C  1.15  -0.64  -1.80  -0.7492
C  0.93  0.16  -0.70  -0.1298
H  0.24  0.43  2.41  0.2922
H  -0.19  1.99  1.65  0.2507
H  -1.37  1.13  2.65  0.3370
H  -2.05  -0.04  0.82  0.2657
H  -0.07  -2.20  -2.56  0.2139
H  1.95  -0.65  -2.53  0.4117
H  1.57  0.94  -0.31  0.3634

***

Entry 5:
Molecular formula: C4H7N3
Method: DFT, ωB97M-V/def2-TZVPD

For the total energy, the calculation gives -8729.6186 eV. The HOMO-LUMO gap comes out at 9.98 eV. As for the relative energy (zero: lowest compared OMol25 entry of this formula, charge and spin): 2.0608 eV. Its highest occupied orbital energy is -9.419 eV. As for the SMILES: C/C(N)=N\CC#N. The calculation puts the molar mass at 97.121 g/mol.

Each line ends with the Mulliken charge.
Element x y z (Å)
C  0.94  -1.38  -0.21  -0.3934
C  -0.36  0.88  0.90  -0.9499
C  0.11  0.78  -0.48  0.8154
N  -0.21  1.75  -1.35  -0.3817
N  0.60  -0.33  -1.00  -0.6405
C  -0.57  -1.98  0.77  0.2312
N  -1.24  -2.89  0.98  -0.4987
H  -0.09  1.58  -2.33  0.2438
H  -0.63  2.61  -1.04  0.1988
H  1.29  -2.25  -0.77  0.3329
H  1.53  -1.16  0.69  0.2622
H  -1.07  1.69  1.08  0.3372
H  -0.78  -0.22  1.15  0.1597
H  0.47  0.92  1.61  0.2830

***

Entry 6:
Molecular formula: C4H7N3
Method: DFT, ωB97M-V/def2-TZVPD

For the total energy, the calculation gives -8728.2931 eV. The HOMO-LUMO gap comes out at 8.02 eV. As for the relative energy (zero: lowest compared OMol25 entry of this formula, charge and spin): 3.3863 eV. Its highest occupied orbital energy is -7.387 eV. The calculation puts the molar mass at 97.121 g/mol.

Each line ends with the Mulliken charge.
Element x y z (Å)
N  -2.44  -0.15  -0.01  -0.5496
C  -1.04  -0.01  -0.02  -0.0568
C  0.02  -0.84  0.05  -0.5702
C  1.25  -0.07  0.01  0.8790
N  2.51  -0.68  0.24  -0.5869
C  1.09  1.27  -0.19  -1.2615
N  -0.45  1.33  -0.01  0.0266
H  -2.81  -0.34  -0.93  0.2627
H  -2.73  -0.90  0.61  0.2634
H  -0.05  -1.92  0.12  0.3446
H  3.23  0.03  0.10  0.2638
H  2.69  -1.45  -0.39  0.2581
H  -0.31  1.69  0.94  0.3914
H  -0.96  2.05  -0.53  0.3352

***

Entry 7:
Molecular formula: C4H7N3
Method: DFT, ωB97M-V/def2-TZVPD

For the total energy, the calculation gives -8726.7659 eV. The HOMO-LUMO gap comes out at 6.68 eV. As for the relative energy (zero: lowest compared OMol25 entry of this formula, charge and spin): 4.9134 eV. Its highest occupied orbital energy is -7.383 eV. The calculation puts the molar mass at 97.121 g/mol.

Each line ends with the Mulliken charge.
Element x y z (Å)
C  0.02  0.38  1.18  -0.0448
C  -1.42  -0.65  -0.99  -0.2729
C  -0.41  1.65  1.26  -0.8597
N  -0.33  -0.30  -0.46  -0.0566
H  -0.19  -0.28  2.02  0.3227
H  -2.33  -0.57  -0.39  0.2996
H  -1.50  -0.82  -2.06  0.2296
H  -0.50  2.29  0.39  0.2564
H  -0.82  2.01  2.20  0.2611
N  1.47  -0.21  0.58  -0.2724
N  1.61  -1.27  -1.58  -0.7298
C  1.04  -0.78  -0.55  0.4419
H  0.94  -1.49  -2.31  0.2051
H  2.44  0.03  0.70  0.2198

***

Entry 8:
Molecular formula: C4H7N3
Method: DFT, ωB97M-V/def2-TZVPD

For the total energy, the calculation gives -8731.5935 eV. The HOMO-LUMO gap comes out at 8.10 eV. As for the relative energy (zero: lowest compared OMol25 entry of this formula, charge and spin): 0.0858 eV. Its highest occupied orbital energy is -7.040 eV. As for the SMILES: Nc1c[nH]c(N)c1. The calculation puts the molar mass at 97.121 g/mol.

Each line ends with the Mulliken charge.
Element x y z (Å)
N  2.13  -0.42  -1.27  -0.5377
C  0.94  -0.29  -0.53  0.0513
C  -0.29  0.24  -0.85  -0.7388
C  -1.02  0.38  0.38  0.9547
N  -2.26  1.02  0.52  -0.5605
C  -0.23  -0.13  1.38  -0.9161
N  0.97  -0.53  0.81  -0.0174
H  2.52  -1.35  -1.31  0.2169
H  2.10  0.03  -2.16  0.2137
H  -0.64  0.52  -1.84  0.3066
H  -2.72  0.77  1.39  0.2371
H  -2.89  0.82  -0.25  0.2509
H  -0.37  -0.17  2.45  0.3452
H  1.77  -0.89  1.29  0.1941

***

Entry 9:
Molecular formula: C4H7N3
Method: DFT, ωB97M-V/def2-TZVPD

For the total energy, the calculation gives -8728.3683 eV. The HOMO-LUMO gap comes out at 8.47 eV. As for the relative energy (zero: lowest compared OMol25 entry of this formula, charge and spin): 3.3111 eV. Its highest occupied orbital energy is -7.701 eV. The calculation puts the molar mass at 97.121 g/mol.

Each line ends with the Mulliken charge.
Element x y z (Å)
C  -2.06  0.31  0.17  -0.8432
C  -0.31  -1.44  -0.26  -0.4477
C  0.99  -1.39  0.07  -0.2494
C  0.46  0.47  -0.03  0.4411
H  -1.99  1.34  0.39  0.3716
H  -2.63  -0.08  1.18  0.2357
H  -2.75  -0.14  -0.86  0.2574
H  -0.72  -2.40  -0.54  0.3544
H  1.73  -2.25  -0.02  0.3152
H  -0.01  2.57  -0.72  0.2207
H  1.56  2.19  -0.05  0.2276
N  -0.77  -0.19  -0.03  0.1886
N  1.55  -0.12  0.28  -0.5920
N  0.70  1.89  -0.12  -0.4801

***

Entry 10:
Molecular formula: C4H7N3
Method: DFT, ωB97M-V/def2-TZVPD

For the total energy, the calculation gives -8730.0906 eV. The HOMO-LUMO gap comes out at 8.53 eV. As for the relative energy (zero: lowest compared OMol25 entry of this formula, charge and spin): 1.5888 eV. Its highest occupied orbital energy is -7.617 eV. As for the SMILES: Cc1[nH]ncc1N. The calculation puts the molar mass at 97.121 g/mol.

Each line ends with the Mulliken charge.
Element x y z (Å)
C  -1.60  0.91  -0.25  -1.2316
N  0.89  1.32  -0.32  0.0797
C  -0.18  0.47  -0.16  0.1304
C  0.40  -0.73  0.17  0.7353
N  -0.21  -1.91  0.58  -0.5464
C  1.79  -0.39  0.23  -0.5700
N  2.10  0.69  -0.48  -0.6183
H  0.90  2.33  -0.25  0.1935
H  -1.15  -2.03  0.23  0.2353
H  0.37  -2.73  0.44  0.2396
H  2.58  -1.02  0.62  0.4121
H  -2.20  0.18  -0.80  0.3313
H  -2.04  1.03  0.75  0.2576
H  -1.66  1.86  -0.78  0.3515

***

Entry 11:
Molecular formula: C4H7N3
Method: DFT, ωB97M-V/def2-TZVPD

For the total energy, the calculation gives -8726.6892 eV. The HOMO-LUMO gap (spin up / spin down) comes out at 8.88 / 7.03 eV. As for the relative energy (zero: lowest compared OMol25 entry of this formula, charge and spin): 4.9902 eV. Its highest occupied orbital energy (spin up / spin down) is -9.153 / -8.007 eV. The calculation puts the molar mass at 97.121 g/mol.

Each line ends with the Mulliken charge.
Element x y z (Å)
N  1.77  0.23  -1.24  -0.4320
C  0.95  -0.30  -0.28  0.4032
N  1.14  -0.97  0.75  -0.6939
H  1.32  0.56  -2.08  0.2407
H  2.64  -0.26  -1.37  0.2763
C  -0.43  -0.65  1.21  0.3611
C  -0.64  0.18  -0.24  -0.2292
C  -0.98  1.51  -0.32  -0.8425
N  -1.27  -1.66  1.31  -0.6242
H  -0.89  -2.38  1.92  0.2705
H  -0.26  0.08  2.00  0.3437
H  -1.16  -0.49  -0.93  0.3102
H  -0.68  2.22  0.44  0.2869
H  -1.52  1.92  -1.17  0.3293

***

Entry 12:
Molecular formula: C4H7N3
Method: DFT, ωB97M-V/def2-TZVPD

For the total energy, the calculation gives -8731.1183 eV. The HOMO-LUMO gap comes out at 10.33 eV. As for the relative energy (zero: lowest compared OMol25 entry of this formula, charge and spin): 0.5611 eV. Its highest occupied orbital energy is -9.739 eV. As for the SMILES: CC/N=C(/N)C#N. The calculation puts the molar mass at 97.121 g/mol.

Each line ends with the Mulliken charge.
Element x y z (Å)
C  1.41  1.40  0.34  -0.9775
C  0.18  1.16  -0.54  -0.4525
N  -0.81  0.33  0.11  -0.5715
C  -0.86  -0.93  0.01  0.6998
N  -1.99  -1.58  0.44  -0.4882
C  0.18  -1.78  -0.58  0.0710
N  1.05  -2.43  -0.99  -0.3790
H  1.99  0.47  0.45  0.2906
H  1.12  1.75  1.33  0.3009
H  2.06  2.15  -0.12  0.3209
H  0.49  0.75  -1.52  0.3501
H  -0.32  2.12  -0.72  0.2945
H  -2.57  -0.91  0.94  0.2845
H  -1.92  -2.49  0.87  0.2563